1.
The following is a quantum chemistry calculation of a molecular structure, C25H28ClFeN2O3S3 at a distorted geometry, from OMol25.

```
! wB97M-V def2-TZVPD RIJCOSX def2/J DEFGRID3
* xyz 0 2
Fe 0.549 -0.822 -0.458
C -1.323 -3.215 0.580
N -1.177 -1.743 0.616
C -1.044 -1.351 2.033
C -0.220 -0.098 2.207
N 1.109 -0.341 1.568
C 1.939 0.878 1.582
C 1.820 -1.422 2.255
C 2.093 -1.326 3.615
C 2.762 -2.343 4.274
C 3.164 -3.465 3.560
C 2.898 -3.562 2.207
C 2.222 -2.539 1.530
S 1.902 -2.672 -0.183
C -2.212 -1.142 -0.202
C -3.336 -0.529 0.311
C -4.254 0.060 -0.554
C -4.043 0.020 -1.921
C -2.908 -0.598 -2.437
C -1.985 -1.187 -1.588
S -0.440 -1.864 -2.141
H -2.176 -3.506 1.202
H -0.413 -3.678 0.956
H -1.482 -3.550 -0.439
H -0.493 -2.169 2.496
H -2.003 -1.303 2.556
H -0.114 0.156 3.266
H -0.679 0.740 1.699
H 2.132 1.210 2.606
H 1.419 1.659 1.032
H 2.885 0.660 1.092
H 1.782 -0.449 4.170
H 2.964 -2.262 5.334
H 3.687 -4.269 4.063
H 3.204 -4.437 1.648
H -3.502 -0.484 1.379
H -5.127 0.557 -0.151
H -4.746 0.496 -2.593
H -2.709 -0.586 -3.500
C 4.430 -0.670 -2.173
S 2.684 -0.703 -2.526
C 2.590 0.527 -3.806
O 2.056 0.029 -1.346
H 4.809 0.350 -2.206
H 4.942 -1.306 -2.894
H 4.531 -1.094 -1.176
H 3.041 0.132 -4.716
H 3.086 1.436 -3.472
H 1.524 0.709 -3.943
Cl -3.801 6.630 -0.660
C -2.846 5.190 -0.873
C -2.440 4.827 -2.147
C -1.682 3.679 -2.308
C -1.336 2.899 -1.212
C -1.755 3.281 0.057
C -2.509 4.430 0.235
C -0.542 1.641 -1.436
O -0.115 1.379 -2.550
O -0.412 0.906 -0.360
H -2.718 5.438 -2.994
H -1.349 3.364 -3.288
H -1.492 2.666 0.906
H -2.838 4.737 1.219
*
```

Output
* Kohn-Sham gap (spin up / spin down): 7.5 / 7.8 eV
* maximum force: 1.67 eV/Å
* ⟨S²⟩: 0.82
* HOMO energy (spin up / spin down): -7.414 / -7.401 eV
* ΔE to the lowest compared entry with this formula, charge and spin: 0.000 eV

2.
The following is a quantum chemistry calculation of a molecular structure, C25H28ClMnN6O13S at a distorted geometry, from OMol25.

```
! wB97M-V def2-TZVPD RIJCOSX def2/J DEFGRID3
* xyz -1 6
Mn -0.689 1.198 0.992
O -2.340 -0.874 2.735
C -2.297 0.043 3.890
C -1.081 0.934 3.912
N -0.967 2.116 2.994
C -2.218 2.895 2.953
C -3.262 2.174 2.028
O -4.414 2.613 2.076
O -2.847 1.259 1.236
C 0.259 2.911 3.232
C 1.522 2.224 2.676
O 2.568 2.706 3.020
O 1.299 1.325 1.759
H -2.753 -0.319 2.028
H -2.176 -0.585 4.727
H -3.308 0.539 3.986
H -0.155 0.348 3.778
H -1.040 1.303 4.999
H -1.963 3.749 2.313
H -2.696 3.234 3.884
H 0.510 2.902 4.311
H 0.310 3.903 2.887
O -1.602 4.934 -3.785
C -1.428 3.686 -4.265
O -1.342 3.446 -5.442
C -1.369 2.592 -3.244
C -1.577 1.266 -3.502
Cl -1.885 0.376 -4.963
N -1.591 0.616 -2.348
N -1.389 1.426 -1.308
C -1.345 2.665 -1.832
C -0.836 3.705 -0.862
O -0.841 4.912 -1.232
O -0.415 3.231 0.204
C -1.887 -0.753 -2.017
C -1.383 -1.912 -2.620
C -1.832 -3.132 -2.288
C -2.790 -3.350 -1.365
C -3.289 -2.260 -0.705
C -2.829 -0.975 -1.040
H -1.345 4.890 -2.726
H -0.634 -1.807 -3.357
H -1.614 -3.960 -2.935
H -3.235 -4.336 -1.209
H -4.171 -2.414 -0.074
H -3.267 -0.045 -0.599
C 3.128 -1.428 1.759
C 4.430 -1.365 1.041
S 4.550 -2.422 -0.363
O 3.732 -3.599 -0.072
O 5.958 -2.499 -0.670
C 3.807 -1.676 -1.842
C 2.427 -2.144 -2.263
N 1.417 -1.800 -1.333
C 1.060 -0.587 -0.931
N 0.194 -0.653 0.115
C 0.057 -1.959 0.416
C 0.835 -2.713 -0.404
N 0.865 -4.159 -0.401
O 0.780 -4.722 0.689
O 0.972 -4.784 -1.472
C 1.581 0.607 -1.500
H 3.141 -0.988 2.804
H 2.978 -2.493 1.898
H 2.302 -0.924 1.313
H 5.277 -1.789 1.633
H 4.766 -0.390 0.708
H 4.461 -1.794 -2.681
H 3.804 -0.643 -1.673
H 2.434 -3.242 -2.427
H 2.151 -1.724 -3.279
H -0.653 -2.340 1.187
H 0.945 1.506 -1.479
H 1.705 0.424 -2.533
H 2.532 0.898 -1.143
*
```

Output
* Kohn-Sham gap (spin up / spin down): 7.1 / 7.8 eV
* maximum force: 3.60 eV/Å
* ⟨S²⟩: 8.75
* HOMO energy (spin up / spin down): -5.852 / -6.555 eV
* ΔE to the lowest compared entry with this formula, charge and spin: 1.776 eV

3.
The following is a quantum chemistry calculation of a molecular structure, C25H28CsN6O2S2Si at a distorted geometry, from OMol25.

```
! wB97M-V def2-TZVPD RIJCOSX def2/J DEFGRID3
* xyz -1 1
Cs 0.571 -0.509 0.768
C -2.112 1.997 3.084
C -0.656 2.150 3.443
C -0.282 2.829 4.592
C 1.088 2.960 4.848
C 1.995 2.427 3.975
C 1.550 1.727 2.807
N 0.211 1.606 2.589
N 2.363 1.179 1.904
Si 4.050 1.094 1.937
C 4.785 0.136 3.412
C 5.004 2.744 1.825
C 4.546 0.116 0.391
H -2.749 2.516 3.801
H -2.393 0.943 3.062
H -2.287 2.412 2.090
H -1.020 3.247 5.264
H 1.430 3.487 5.733
H 3.061 2.521 4.147
H 4.464 0.561 4.366
H 5.878 0.129 3.396
H 4.441 -0.902 3.385
H 4.695 3.443 2.606
H 4.811 3.225 0.862
H 6.083 2.595 1.914
H 4.132 -0.895 0.415
H 5.634 0.028 0.324
H 4.192 0.606 -0.520
O -3.315 -5.102 -0.800
C -2.313 -5.576 -0.047
C -2.473 -6.842 0.519
C -1.486 -7.392 1.314
C -0.316 -6.686 1.565
C -0.158 -5.426 1.015
C -1.134 -4.850 0.208
C -0.854 -3.471 -0.333
O 0.079 -2.795 0.157
N -1.652 -3.128 -1.340
N -1.480 -1.891 -1.949
C -1.724 -1.941 -3.195
S -2.073 -3.510 -3.994
C -2.390 -2.748 -5.625
C -1.514 -1.523 -5.756
S -1.739 -0.537 -4.242
H -2.968 -4.251 -1.193
H -3.390 -7.379 0.308
H -1.630 -8.378 1.741
H 0.462 -7.117 2.184
H 0.737 -4.843 1.194
H -3.445 -2.478 -5.682
H -2.162 -3.488 -6.392
H -1.793 -0.895 -6.603
H -0.463 -1.801 -5.831
N 0.497 7.081 -4.224
C 0.418 6.084 -3.658
C 0.319 4.840 -2.954
C 1.332 4.436 -2.088
C 1.187 3.222 -1.434
N 0.134 2.431 -1.602
C -0.832 2.823 -2.425
C -0.792 4.018 -3.125
H 2.203 5.058 -1.934
H 1.938 2.872 -0.732
H -1.670 2.143 -2.534
H -1.596 4.309 -3.787
*
```

Output
* Kohn-Sham gap: 6.2 eV
* maximum force: 2.56 eV/Å
* HOMO energy: -4.485 eV
* ΔE to the lowest compared entry with this formula, charge and spin: 0.597 eV